Here is C73H61AsClN4OP2RuS2 as an isolated structure from the Open Molecules 2025 dataset. Energies are from ωB97M-V with the def2-TZVPD basis set.

Summary:
ΔE to the lowest compared entry with this formula, charge and spin = 151.49 kJ/mol
<S²> = 0.7626
LUMO level (spin up / spin down) = -5.40 / -5.59 eV
HOMO (spin up / spin down) = -11.86 / -11.86 eV
energy = -200879.9441 eV
HOMO-LUMO gap (spin up / spin down) = 6.5 / 6.3 eV
multiplicity = 2
total charge = +2

Positions of all 146 atoms, in Å:
Ru: -0.468 0.392 0.086
Cl: 0.502 2.982 0.440
C: -0.424 3.587 1.802
C: -0.503 4.957 1.965
C: -1.096 5.452 3.120
C: -1.565 4.580 4.092
C: -1.489 3.209 3.894
C: -0.953 2.690 2.718
P: -0.779 0.889 2.499
C: 0.505 0.629 3.771
C: 1.586 1.520 3.770
C: 2.611 1.386 4.688
C: 2.564 0.368 5.634
C: 1.480 -0.492 5.667
C: 0.455 -0.373 4.735
C: -2.238 0.033 3.139
C: -3.420 0.658 3.521
C: -4.482 -0.098 4.000
C: -4.375 -1.477 4.097
C: -3.203 -2.109 3.708
C: -2.145 -1.360 3.224
H: -0.087 5.622 1.221
H: -1.156 6.521 3.269
H: -1.982 4.966 5.013
H: -1.834 2.536 4.668
H: 1.620 2.337 3.058
H: 3.442 2.079 4.676
H: 3.365 0.260 6.354
H: 1.416 -1.257 6.430
H: -0.385 -1.048 4.792
H: -3.529 1.726 3.441
H: -5.393 0.399 4.304
H: -5.206 -2.060 4.470
H: -3.115 -3.185 3.773
H: -1.237 -1.865 2.913
S: -2.209 -1.164 0.147
C: -1.713 -1.835 -1.383
C: -2.372 -2.852 -2.070
C: -1.839 -3.266 -3.272
C: -0.675 -2.663 -3.751
C: -0.091 -1.671 -2.997
N: -0.602 -1.264 -1.826
H: -3.268 -3.297 -1.657
H: -2.320 -4.052 -3.839
H: -0.237 -2.956 -4.695
H: 0.800 -1.165 -3.339
C: 2.255 -1.085 1.981
C: 3.654 -1.690 1.928
As: 4.229 -2.332 3.712
C: 2.797 -3.634 3.969
C: 2.359 -4.493 2.961
C: 1.375 -5.434 3.222
C: 0.816 -5.530 4.492
C: 1.247 -4.684 5.501
C: 2.236 -3.741 5.238
C: 5.581 -3.580 3.057
C: 5.840 -4.735 3.790
C: 6.794 -5.644 3.356
C: 7.507 -5.402 2.189
C: 7.269 -4.245 1.464
C: 6.312 -3.335 1.898
P: 1.520 -0.882 0.323
C: 1.543 -2.592 -0.280
C: 0.492 -3.426 0.100
C: 0.504 -4.769 -0.243
C: 1.579 -5.299 -0.943
C: 2.648 -4.486 -1.290
C: 2.634 -3.138 -0.958
C: 2.744 0.093 -0.599
C: 3.293 1.213 0.029
C: 4.144 2.062 -0.663
C: 4.464 1.798 -1.989
C: 3.927 0.686 -2.621
C: 3.061 -0.153 -1.935
H: 2.267 -0.128 2.496
H: 1.559 -1.730 2.528
H: 4.376 -0.944 1.594
H: 3.707 -2.535 1.247
H: 2.802 -4.450 1.971
H: 1.055 -6.108 2.438
H: 0.060 -6.277 4.697
H: 0.827 -4.766 6.495
H: 2.589 -3.096 6.035
H: 5.292 -4.936 4.704
H: 6.984 -6.541 3.930
H: 8.252 -6.111 1.851
H: 7.832 -4.046 0.561
H: 6.152 -2.429 1.326
H: -0.341 -3.027 0.665
H: -0.324 -5.403 0.045
H: 1.592 -6.349 -1.205
H: 3.500 -4.901 -1.811
H: 3.486 -2.526 -1.216
H: 3.061 1.424 1.067
H: 4.567 2.925 -0.164
H: 5.140 2.454 -2.522
H: 4.185 0.467 -3.650
H: 2.646 -1.011 -2.439
N: 0.184 2.338 -6.979
C: -0.241 2.212 -8.287
C: 0.314 2.624 -9.499
C: -0.411 2.328 -10.631
C: -1.645 1.648 -10.567
C: -2.184 1.250 -9.367
C: -1.466 1.545 -8.203
N: -1.780 1.281 -6.879
C: -0.782 1.765 -6.196
C: -0.696 1.684 -4.735
C: 0.471 1.954 -4.030
C: 0.485 1.802 -2.658
N: -0.578 1.411 -1.952
C: -1.708 1.159 -2.639
C: -1.814 1.289 -4.002
H: 1.019 2.804 -6.672
H: 1.259 3.146 -9.555
H: -0.026 2.627 -11.597
H: -2.175 1.440 -11.487
H: -3.131 0.730 -9.309
H: 1.379 2.272 -4.525
H: 1.385 2.022 -2.095
H: -2.551 0.798 -2.068
H: -2.741 1.071 -4.515
O: -2.337 1.893 0.346
S: -3.742 1.843 -0.262
C: -3.708 3.048 -1.575
C: -4.738 3.032 -2.503
C: -4.727 3.966 -3.528
C: -3.692 4.889 -3.616
C: -2.662 4.882 -2.684
C: -2.662 3.953 -1.652
C: -4.819 2.711 0.841
C: -4.399 3.894 1.437
C: -5.264 4.540 2.302
C: -6.531 4.014 2.548
C: -6.936 2.837 1.937
C: -6.070 2.169 1.079
H: -5.538 2.303 -2.432
H: -5.522 3.970 -4.261
H: -3.691 5.619 -4.415
H: -1.857 5.600 -2.762
H: -1.861 3.914 -0.926
H: -3.414 4.294 1.230
H: -4.958 5.462 2.778
H: -7.205 4.530 3.220
H: -7.921 2.434 2.132
H: -6.362 1.235 0.613

Force components x, y, z for each atom (eV/Å):
Ru -0.79 0.15 0.84
Cl 0.18 0.01 -0.03
C -0.01 -0.14 -0.03
C 0.00 0.01 0.04
C 0.02 0.00 -0.03
C -0.02 -0.02 -0.01
C -0.06 0.05 -0.01
C -0.09 -0.03 -0.09
P 0.02 -0.20 -0.30
C 0.02 0.10 0.08
C -0.10 0.10 0.15
C -0.03 -0.01 0.00
C 0.01 0.04 0.02
C -0.08 0.06 0.01
C 0.01 0.12 0.03
C 0.05 -0.03 -0.04
C -0.09 -0.11 -0.06
C 0.04 0.04 -0.02
C -0.05 0.01 0.00
C 0.04 -0.01 -0.02
C 0.03 0.01 0.04
H 0.02 -0.01 0.01
H -0.01 -0.01 0.00
H -0.01 0.00 -0.01
H 0.00 0.02 0.00
H 0.03 -0.02 -0.02
H -0.01 0.00 0.00
H -0.01 0.00 -0.01
H -0.01 0.05 -0.05
H 0.03 -0.02 0.02
H -0.04 0.19 -0.06
H -0.04 0.02 -0.01
H 0.01 0.01 0.01
H 0.01 0.01 0.00
H -0.02 -0.02 -0.04
S 0.39 0.00 0.17
C -0.17 -0.15 0.10
C -0.01 0.01 0.00
C 0.02 0.00 -0.02
C -0.03 -0.04 0.00
C -0.05 0.07 0.06
N 0.21 0.06 -0.10
H 0.00 0.02 -0.02
H 0.01 0.01 0.00
H -0.01 -0.01 0.01
H 0.03 0.05 -0.01
C 0.16 -0.10 -0.16
C -0.14 0.04 0.05
As 0.14 0.04 0.00
C -0.01 -0.07 0.03
C -0.01 0.00 0.03
C -0.01 0.02 0.01
C 0.01 0.00 -0.02
C 0.01 0.04 0.01
C -0.02 -0.05 -0.02
C -0.03 -0.04 -0.01
C 0.04 -0.01 -0.03
C 0.00 0.01 0.02
C 0.00 -0.01 0.01
C -0.02 0.04 0.01
C 0.04 -0.02 0.01
P -0.20 0.30 -0.16
C 0.04 -0.05 0.05
C 0.04 -0.02 0.00
C 0.01 0.00 0.00
C -0.01 -0.03 0.01
C 0.00 0.04 0.01
C -0.06 -0.03 0.02
C -0.04 -0.04 -0.10
C 0.04 -0.01 0.03
C -0.03 -0.01 0.01
C 0.01 0.02 0.00
C -0.04 0.01 0.01
C 0.05 0.07 0.03
H 0.09 -0.18 -0.13
H 0.02 -0.01 0.00
H 0.01 0.02 -0.02
H 0.01 -0.05 -0.04
H 0.01 0.00 0.00
H 0.00 0.00 -0.01
H 0.00 0.00 0.00
H 0.01 -0.01 0.01
H 0.02 -0.07 -0.03
H -0.02 -0.02 -0.01
H 0.00 0.00 0.00
H -0.01 0.00 0.00
H 0.00 0.01 0.01
H 0.00 -0.02 -0.02
H -0.02 0.00 -0.01
H 0.01 0.01 0.01
H -0.01 0.01 0.00
H 0.00 0.01 0.00
H 0.03 -0.02 0.03
H 0.02 0.00 -0.02
H 0.00 -0.01 0.00
H 0.00 -0.01 0.00
H -0.01 0.00 0.01
H -0.01 -0.04 -0.05
N 0.03 -0.03 -0.07
C 0.12 0.11 0.05
C -0.02 -0.04 0.05
C -0.07 -0.03 -0.03
C 0.07 0.04 -0.01
C -0.03 -0.02 0.03
C -0.18 -0.09 0.04
N 0.03 0.04 -0.15
C 0.03 0.05 0.21
C 0.00 -0.02 -0.15
C 0.05 0.10 0.01
C -0.01 0.28 0.25
N -0.10 -0.37 -0.48
C 0.22 0.03 -0.03
C -0.03 0.00 -0.05
H -0.01 0.02 0.00
H 0.00 0.00 0.01
H -0.01 -0.01 0.00
H 0.00 0.00 0.00
H 0.00 0.01 -0.01
H 0.01 -0.04 0.02
H 0.04 -0.07 -0.02
H 0.11 -0.14 -0.08
H 0.01 0.00 0.01
O -0.17 -0.08 -0.17
S 0.20 -0.11 0.00
C 0.00 0.20 0.03
C 0.03 0.02 0.01
C 0.01 0.00 -0.02
C -0.01 -0.01 -0.01
C 0.02 -0.03 0.01
C -0.11 0.07 -0.05
C 0.15 -0.01 0.19
C -0.04 0.01 0.10
C 0.00 0.03 0.01
C 0.02 -0.01 -0.02
C 0.00 0.00 0.01
C 0.00 -0.03 0.07
H 0.00 0.01 0.01
H 0.00 0.00 0.00
H 0.01 -0.01 -0.01
H 0.00 0.00 0.00
H 0.02 -0.01 0.01
H 0.02 -0.01 0.01
H -0.01 -0.01 0.00
H 0.01 0.00 -0.01
H 0.01 0.00 -0.01
H 0.01 0.01 0.00